[1]
Computed, not measured: 5 unconnected molecules or ions with the total composition C9H15F2N3O12 at a distorted geometry, with wB97M-V/def2-TZVPD.

ORCA input file:
```
! wB97M-V def2-TZVPD RIJCOSX def2/J DEFGRID3
* xyz 0 1
C -17.3980 2.7596 6.0046
N -16.1438 3.5100 5.7397
O -15.6923 4.2142 6.6148
O -15.6827 3.4313 4.6174
H -17.7460 3.1490 6.9614
H -17.2161 1.7096 6.2204
H -18.1052 2.9660 5.2138
C -16.0793 -2.5730 4.8864
N -16.3595 -3.6619 3.9085
O -15.4034 -4.3159 3.5451
O -17.4814 -3.7903 3.4705
H -16.6361 -1.6656 4.6912
H -15.0206 -2.3628 4.7530
H -16.1946 -2.9804 5.8867
C -23.7372 -6.3587 5.7935
N -23.0180 -6.1119 4.5307
O -22.8096 -4.9600 4.2091
O -22.6841 -7.0705 3.8791
H -24.8022 -6.3642 5.5690
H -23.5329 -5.4821 6.4065
H -23.4387 -7.2762 6.2813
C -20.4766 -3.0883 5.1870
C -21.3298 -2.4948 6.3132
O -20.7230 -1.2687 6.5375
C -19.4361 -1.3226 6.1246
O -18.6010 -0.5462 6.4535
O -19.2129 -2.4280 5.3797
F -21.2737 -3.3409 7.3869
H -20.8724 -2.9352 4.1853
H -20.2825 -4.1499 5.3095
H -22.3568 -2.4325 5.9631
C -22.6332 -0.9886 3.0886
C -23.3288 -0.0016 2.1785
O -24.1938 0.6730 3.0732
C -23.7794 0.4946 4.3476
O -24.2315 1.0293 5.2982
O -22.7176 -0.3522 4.3696
F -24.1094 -0.6482 1.2451
H -21.5771 -1.1102 2.8291
H -23.0119 -2.0110 3.1448
H -22.6716 0.6955 1.6561
*
```

Calculated values
**SMILES**: O=C1OC[C@@H](F)O1.O=C1OC[C@@H](F)O1.C[N+](=O)[O-].C[N+](=O)[O-].C[N+](=O)[O-]
**Calculated total energy**: -44043.057 eV
**HOMO-LUMO gap**: 10.59 eV
**Lowest unoccupied orbital energy**: -0.399 eV
**E_HOMO**: -10.99 eV

=====

[2]
Computed, not measured: 3 unconnected molecules or ions with the total composition C9H15F6N2O5PS, with wB97M-V/def2-TZVPD.

ORCA input file:
```
! wB97M-V def2-TZVPD RIJCOSX def2/J DEFGRID3
* xyz 0 1
N 6.1021 -3.8658 -2.8891
C 5.1324 -3.9042 -3.5195
O 4.0778 -3.7942 -4.2397
P 2.6105 -3.2786 -3.3057
N 3.0771 -1.6943 -3.4711
S 0.7637 -2.7052 -2.2449
H 3.0255 -4.0684 -2.2357
H 1.8673 -3.8933 -4.3048
H 2.5492 -1.0499 -2.8983
H 4.0767 -1.5395 -3.4015
H -0.0974 -3.5248 -2.8566
C 0.5023 4.4276 -2.2631
C -0.2620 3.5195 -3.2000
O -0.3794 2.1858 -2.6557
C -1.3487 2.0024 -1.7723
O -2.1333 2.8128 -1.3774
C -1.3650 0.5261 -1.3231
F -0.1327 0.0815 -1.0607
F -1.8929 -0.2385 -2.2889
F -2.1055 0.3808 -0.2259
H 1.4788 4.0019 -2.0313
H 0.6471 5.4026 -2.7273
H -0.0367 4.5679 -1.3270
H 0.2690 3.3914 -4.1404
H -1.2548 3.9093 -3.4195
C -3.1011 -1.6027 3.7250
C -2.5888 -0.2011 3.4799
O -2.0933 0.3941 4.6993
C -0.8598 0.0636 5.0482
O -0.1130 -0.6676 4.4681
C -0.4702 0.8123 6.3417
F -1.4538 0.7689 7.2466
F -0.2174 2.0990 6.0600
F 0.6209 0.2776 6.8794
H -3.8593 -1.5995 4.5085
H -3.5409 -2.0020 2.8117
H -2.2947 -2.2647 4.0388
H -3.3919 0.4544 3.1512
H -1.8078 -0.1853 2.7211
*
```

Calculated values
**SMILES**: CCOC(=O)C(F)(F)F.CCOC(=O)C(F)(F)F.N#CO[PH2](N)S
**Calculated total energy**: -59223.071 eV
**HOMO-LUMO gap**: 10.16 eV
**Lowest unoccupied orbital energy**: 0.320 eV
**E_HOMO**: -9.84 eV

=====

[3]
Computed, not measured: a molecular structure, C9H15F7N2O5S2, with wB97M-V/def2-TZVPD.

ORCA input file:
```
! wB97M-V def2-TZVPD RIJCOSX def2/J DEFGRID3
* xyz 0 1
F -1.7242 -1.4038 0.3576
C -2.0643 -0.1472 -0.1521
C -2.9519 -0.3280 -1.3812
C -2.4980 -1.5649 -2.1613
C -1.2527 -1.2857 -3.0266
C -0.2605 -2.4356 -2.7932
N 1.1368 -2.1326 -3.2947
C 1.5477 -0.7635 -2.8107
C 0.5156 0.1882 -3.3698
O -0.6837 -0.0311 -2.6794
H -1.1465 0.3872 -0.3766
H -2.5703 0.3979 0.6406
H -4.0036 -0.4276 -1.1130
H -2.8679 0.5732 -1.9879
H -3.2970 -1.9791 -2.7761
H -2.2368 -2.3323 -1.4361
H -1.5177 -1.2503 -4.0933
H -0.6315 -3.3181 -3.3137
H -0.1670 -2.6595 -1.7311
H 1.7870 -2.8306 -2.9341
H 1.1605 -2.1728 -4.3141
H 2.5763 -0.5445 -3.0828
H 1.4150 -0.7975 -1.7284
H 0.8335 1.2238 -3.2808
H 0.3639 -0.0213 -4.4428
C 2.2191 3.4462 5.4046
F 2.6656 4.6944 5.5683
F 3.2058 2.6043 5.7103
F 1.2139 3.2447 6.2545
S 1.6765 3.2441 3.6532
O 2.8603 3.4378 2.8672
O 0.5991 4.1735 3.4806
N 1.2204 1.7297 3.7829
S 0.6241 0.9538 2.5602
O 1.5475 0.6586 1.4927
O -0.7010 1.3535 2.1609
C 0.3986 -0.6561 3.4333
F -0.4412 -0.5469 4.4591
F 1.5578 -1.1355 3.8833
F -0.1091 -1.5464 2.5706
*
```

Calculated values
**Calculated total energy**: -63483.657 eV
**HOMO-LUMO gap**: 6.78 eV
**Lowest unoccupied orbital energy**: -1.511 eV
**E_HOMO**: -8.29 eV

=====

[4]
Computed, not measured: a gas-phase ion, C9H15FNO2P2 (charge +1) at a distorted geometry, with wB97M-V/def2-TZVPD.

ORCA input file:
```
! wB97M-V def2-TZVPD RIJCOSX def2/J DEFGRID3
* xyz 1 1
N -2.3665 2.6277 -0.9143
P -3.2049 1.0624 -0.7068
O -3.1342 0.1842 -2.2479
P -1.9967 -0.1325 0.6794
C -2.1863 0.3485 2.5174
C -2.9928 1.7484 2.7938
F -2.2991 2.4237 3.9452
C -0.1351 -0.1156 0.1048
O 0.3714 -1.4898 -0.0330
C 1.7669 -1.5310 -0.4964
C 2.9607 -2.4804 0.1807
C 4.5060 -2.4997 -0.4436
C 4.9354 -1.5756 -1.7482
C 3.7849 -0.5964 -2.4037
C 2.2644 -0.5990 -1.7853
H -2.0174 2.9823 0.0110
H -3.0091 3.3150 -1.3721
H -3.8599 0.5441 -2.8457
H -2.4323 -1.5148 0.4975
H -2.7454 -0.5522 3.0553
H -1.1127 0.4044 3.0227
H -4.1150 1.5886 3.1022
H -2.9843 2.5121 1.9074
H 0.5495 0.5134 0.8454
H -0.1460 0.4982 -0.9084
H 2.7447 -3.1671 1.1139
H 5.3709 -3.1832 0.0075
H 5.9973 -1.5588 -2.2466
H 4.0079 0.1290 -3.3212
H 1.4782 0.1141 -2.3109
*
```

Calculated values
**SMILES**: [NH2+]=P(O)=[P@H](CCF)COc1ccccc1
**Calculated total energy**: -36438.719 eV
**HOMO-LUMO gap**: 6.97 eV
**Lowest unoccupied orbital energy**: -4.053 eV
**E_HOMO**: -11.03 eV

=====

[5]
Computed, not measured: a gas-phase ion, C9H15N2 (charge +1) at a distorted geometry, with wB97M-V/def2-TZVPD.

ORCA input file:
```
! wB97M-V def2-TZVPD RIJCOSX def2/J DEFGRID3
* xyz 1 1
C -2.1714 -0.4323 0.0502
C 0.4410 -2.6681 0.3608
C -0.9509 -0.1802 2.2811
C -1.7375 0.4827 1.1183
C -0.2537 0.5546 1.2007
C 0.4730 -0.2671 0.2369
C -0.0242 1.7891 -1.3041
C 2.1258 0.5229 -1.4863
C 0.6365 0.4150 -1.2053
N -1.4799 -1.4778 -0.2623
N -0.1427 -1.5254 0.1097
H -3.1210 -0.3078 -0.3419
H -0.0538 -3.6794 0.4445
H 1.4637 -2.6059 0.5554
H -0.9453 0.1106 3.3258
H -0.8324 -1.2389 2.1122
H -2.2797 1.3596 1.4751
H 0.2477 1.4979 1.4334
H 1.5310 -0.3893 0.5923
H 0.2829 2.4308 -0.4534
H -1.1525 1.6693 -1.2271
H 0.1586 2.3382 -2.3504
H 2.5318 1.3715 -0.7367
H 2.3058 0.6871 -2.5961
H 2.7634 -0.3505 -1.3128
H 0.1839 -0.1067 -2.0199
*
```

Calculated values
**SMILES**: C=[N+]1N=C[C@H]2C[C@H]2[C@@H]1C(C)C
**Calculated total energy**: -12546.341 eV
**HOMO-LUMO gap**: 9.18 eV
**Lowest unoccupied orbital energy**: -5.111 eV
**E_HOMO**: -14.30 eV

=====

[6]
Computed, not measured: a molecular structure, C9H15N2O2 at a distorted geometry, with wB97M-V/def2-TZVPD.

ORCA input file:
```
! wB97M-V def2-TZVPD RIJCOSX def2/J DEFGRID3
* xyz 1 3
C -0.0182 -1.4556 -0.2493
C 1.4279 -0.0050 -0.2286
C -0.1800 -2.7456 -0.1608
C -1.6258 -2.5074 0.1847
C -1.6088 -0.0707 1.2087
C 0.0087 1.7689 0.8788
C -1.4468 -1.0168 -0.0332
C 1.0216 1.4797 -0.2064
C 0.8587 1.9809 -1.6323
N 2.6692 -0.3143 -0.3160
N -1.4431 1.2776 0.6766
O 3.0019 -1.6944 -0.5199
O 3.5641 0.4825 -0.2304
H 0.4948 -3.6746 -0.2455
H 2.1033 -2.1407 -0.4780
H -2.3712 -2.9904 -0.5296
H -1.8662 -2.9187 1.2428
H -2.5587 -0.3686 1.5277
H -0.8237 -0.3709 2.0009
H 0.2320 1.3623 1.8317
H -0.0016 2.8947 0.9257
H -2.1008 -0.5492 -0.8366
H 1.8918 1.9676 0.3129
H 1.3777 2.9736 -1.7973
H -0.2245 2.1790 -1.8292
H 1.2446 1.2608 -2.3607
H -1.6274 1.3308 -0.3441
H -1.9994 1.8644 1.2074
*
```

Calculated values
**Calculated total energy**: -16633.339 eV
**HOMO-LUMO gap (spin up / spin down)**: 5.70 / 8.68 eV
**Expectation value of S²**: 2.019
**Lowest unoccupied orbital energy (spin up / spin down)**: -3.227 / -4.850 eV
**E_HOMO (spin up / spin down)**: -8.92 / -13.53 eV

=====

[7]
Computed, not measured: a gas-phase ion, C9H15N2OS2 (charge +1) at a distorted geometry, with wB97M-V/def2-TZVPD.

ORCA input file:
```
! wB97M-V def2-TZVPD RIJCOSX def2/J DEFGRID3
* xyz 1 1
C 0.8319 -0.6263 -1.8505
C -0.0652 -1.4054 -1.0976
C 1.6966 0.2467 -1.2646
C 0.5364 -0.1962 0.8827
C -0.1926 -1.3139 0.2603
C 1.8001 0.3475 0.1359
C 4.0230 1.2741 0.2385
C -2.3315 2.8261 -0.4205
C -1.0475 -2.0576 1.2595
N 2.7579 0.8138 0.7810
N -2.4701 -2.2176 0.7618
O -2.8795 0.2389 -0.3744
S -0.6222 1.2763 1.2100
S -1.7213 1.1072 -0.7197
H 1.0830 -0.7477 -2.9604
H -0.6513 -2.2233 -1.6379
H 2.3598 0.7609 -1.8849
H 0.9751 -0.4995 1.8930
H 4.4392 1.8895 0.9968
H 4.5945 0.3696 -0.0926
H 4.0031 1.8092 -0.6945
H -3.0172 3.0342 -1.2389
H -2.7943 3.0102 0.5671
H -1.4039 3.3858 -0.4643
H -0.6574 -3.0033 1.5413
H -0.8823 -1.4725 2.2663
H -3.1957 -2.3221 1.5804
H -2.4369 -3.0462 0.1078
H -2.7317 -1.2584 0.2182
*
```

Calculated values
**Calculated total energy**: -36265.260 eV
**HOMO-LUMO gap**: 7.95 eV
**Lowest unoccupied orbital energy**: -3.890 eV
**E_HOMO**: -11.84 eV

=====

[8]
Computed, not measured: 2 unconnected molecules or ions with the total composition C9H15N2S at a distorted geometry, with wB97M-V/def2-TZVPD.

ORCA input file:
```
! wB97M-V def2-TZVPD RIJCOSX def2/J DEFGRID3
* xyz 1 1
C 2.6635 -0.2661 -0.4632
C 1.4434 0.2411 -0.0219
C 1.0226 -1.0631 -1.7420
C -0.0392 -1.6075 -3.4230
C -0.6756 -2.9466 -3.3581
C -2.2588 1.4732 3.0993
C 1.0564 1.2782 0.9529
C -0.8843 1.7743 2.5814
C -0.4434 0.8866 1.4158
N 2.3008 -1.0451 -1.5328
N 0.4203 -0.2765 -0.8460
S -0.1844 -0.3271 -4.3101
H 3.6681 -0.0887 -0.1592
H -1.5771 -2.8453 -2.6610
H 0.0770 -3.5440 -2.8905
H -1.0091 -3.1535 -4.4267
H -3.1515 1.8071 2.5812
H -2.4770 1.9671 4.0825
H -2.4751 0.4788 3.4787
H 1.8501 1.2472 1.6759
H 1.1278 2.3000 0.5898
H -0.3003 1.5414 3.5107
H -0.9148 2.8257 2.2311
H -0.5095 -0.0865 1.7634
H -1.2353 0.9930 0.6720
H 3.0357 -1.4025 -2.1350
H -0.5302 -0.1610 -0.6652
*
```

Calculated values
**Calculated total energy**: -23382.492 eV
**HOMO-LUMO gap**: 8.60 eV
**Lowest unoccupied orbital energy**: -4.211 eV
**E_HOMO**: -12.81 eV

=====

[9]
Computed, not measured: C9H15N3O6 in the gas phase at a distorted geometry, with wB97M-V/def2-TZVPD.

ORCA input file:
```
! wB97M-V def2-TZVPD RIJCOSX def2/J DEFGRID3
* xyz 0 1
C 1.8550 -1.7912 -0.3207
C 0.8743 -0.7688 -0.9910
C 3.1151 -0.9996 0.0385
C 3.0501 -0.1321 1.3032
C -0.7156 1.0251 -0.6645
C -0.2340 2.4605 -0.6534
C -2.0968 0.8756 0.0888
C -2.8477 -0.4098 -0.3208
C -3.9740 -0.7973 0.6441
H 1.4079 -3.2806 -1.6087
H 2.7996 -2.5605 -1.9750
H 1.2988 -2.0563 0.6569
H 3.4857 -0.4488 -0.7491
H 3.8790 -1.7403 0.2333
H 4.0038 1.0770 2.2899
H 0.4531 -0.0397 0.8455
H -0.8087 0.8612 -1.7346
H -1.9915 0.8622 1.2274
H -2.7064 1.7719 -0.0368
H -3.2147 -0.3510 -1.3391
H -2.1860 -1.2858 -0.4079
H -4.2702 -2.6678 -0.2001
H -5.2904 -2.1855 1.0476
H 1.1984 3.6189 -0.5702
N 2.2528 -2.9197 -1.1668
N 0.3287 0.1556 -0.1450
N -4.6669 -1.9249 0.3348
O 0.6507 -0.7537 -2.1768
O 2.2303 -0.2827 2.2026
O 4.0932 0.6641 1.4140
O -0.9650 3.4024 -0.8753
O -4.3198 -0.1440 1.6280
O 1.1082 2.6732 -0.3905
*
```

Calculated values
**SMILES**: NC(=O)CC[C@H](NC(=O)[C@@H](N)CC(=O)O)C(=O)O
**Calculated total energy**: -26333.462 eV
**HOMO-LUMO gap**: 10.27 eV
**Lowest unoccupied orbital energy**: 0.459 eV
**E_HOMO**: -9.82 eV

=====

[10]
Computed, not measured: a molecular structure, C9H15N4O at a distorted geometry, with wB97M-V/def2-TZVPD.

ORCA input file:
```
! wB97M-V def2-TZVPD RIJCOSX def2/J DEFGRID3
* xyz 1 1
C -2.0279 1.2692 -0.8749
C -2.9164 0.6608 -0.0512
C -0.9143 0.4100 -0.9285
C 1.1336 -0.3116 -1.6508
C 1.5217 -1.0299 -0.3882
C -0.2280 -1.5992 0.2759
C -4.3054 1.0161 0.3564
C 3.8202 1.0634 -0.4883
C 2.1042 -0.0551 0.7744
N -2.3921 -0.4991 0.4351
N 0.1224 0.4530 -1.8770
N -1.1241 -0.6624 -0.1090
N -0.6625 -2.8460 -0.2246
O 3.4281 0.2333 0.5558
H -2.0841 2.2085 -1.3819
H 1.7628 -0.5104 -2.6229
H 2.3573 -1.7348 -0.7413
H 0.0797 -1.5629 1.3640
H -4.7846 1.6177 -0.4375
H -4.9285 0.0217 0.5402
H -4.1638 1.6630 1.2458
H 3.5138 0.6454 -1.4538
H 4.8974 0.9973 -0.3781
H 3.4907 2.1851 -0.4299
H 1.9777 -0.6991 1.7247
H 1.4219 0.7479 0.9167
H -2.9814 -1.2067 0.8102
H -0.5029 -2.9332 -1.2212
H -0.1621 -3.7104 0.1611
*
```

Calculated values
**Calculated total energy**: -17574.228 eV
**HOMO-LUMO gap**: 8.67 eV
**Lowest unoccupied orbital energy**: -4.058 eV
**E_HOMO**: -12.73 eV

=====

[11]
Computed, not measured: C9H15NO in the gas phase at a distorted geometry, with wB97M-V/def2-TZVPD.

ORCA input file:
```
! wB97M-V def2-TZVPD RIJCOSX def2/J DEFGRID3
* xyz 0 1
C 1.1517 0.5746 1.4445
C -1.3110 0.0237 1.2063
C 0.1073 -0.5409 1.3132
C -0.5179 -0.4261 -0.0246
C 0.2526 0.8841 -0.8163
C 0.4651 -1.8211 2.0562
C -1.0709 -1.5623 -0.8397
C 1.1835 0.3926 -1.9037
C -0.6523 2.0054 -1.1842
N 1.0744 1.3220 0.3064
O 1.9511 0.7178 2.3071
H -2.0511 -0.6755 1.7362
H -1.4085 1.1005 1.4070
H 0.7028 -1.6489 3.1011
H 1.2287 -2.2165 1.4599
H -0.3092 -2.5429 2.0794
H -1.8958 -2.0869 -0.3976
H -0.2375 -2.2420 -1.2286
H -1.6348 -1.1114 -1.8291
H 1.9190 -0.2699 -1.5332
H 1.6562 1.1102 -2.5054
H 0.5761 -0.2779 -2.6202
H -0.0700 2.7449 -1.8689
H -0.9043 2.5348 -0.2921
H -1.5340 1.7221 -1.6919
H 1.3288 2.2898 0.3182
*
```

Calculated values
**SMILES**: CC1(C)NC(=O)[C@@]2(C)C[C@@]12C
**Calculated total energy**: -13112.881 eV
**HOMO-LUMO gap**: 10.11 eV
**Lowest unoccupied orbital energy**: 0.724 eV
**E_HOMO**: -9.39 eV

=====

[12]
Computed, not measured: C9H15NO4S in the gas phase at a distorted geometry, with wB97M-V/def2-TZVPD.

ORCA input file:
```
! wB97M-V def2-TZVPD RIJCOSX def2/J DEFGRID3
* xyz 0 1
C -1.7018 -0.2432 -0.8446
C 0.9192 -0.4305 -0.8646
C -1.2985 1.1529 -0.5520
C 1.1947 -1.7353 -0.1860
C -1.2247 2.1391 -1.6976
C 0.8227 -2.9404 -0.9971
C 1.6675 -1.8042 1.0473
C -1.5121 0.6934 1.9260
C -1.4636 1.7553 0.8309
N -0.4136 -0.0317 -0.6168
O 1.8187 2.0408 -1.1676
O -2.5042 -1.0771 -1.1297
O 1.8369 1.2170 1.1322
O 3.4217 0.2807 -0.5032
S 1.9644 0.9428 -0.2661
H 1.1608 -0.4612 -1.9344
H -1.2688 1.6215 -2.6554
H -0.2906 2.6966 -1.6501
H -2.0567 2.8363 -1.6400
H 1.0278 -3.8523 -0.4434
H 1.3811 -2.9585 -1.9321
H -0.2397 -2.9028 -1.2383
H 4.0465 0.5588 0.1702
H 1.8353 -2.7548 1.5225
H 1.8935 -0.9238 1.6191
H -0.5387 0.2230 2.0341
H -2.2501 -0.0693 1.6855
H -1.7834 1.1508 2.8724
H -0.6301 2.4356 1.0213
H -2.3890 2.3363 0.8386
*
```

Calculated values
**SMILES**: C=C(C)[C@@H](N1C(=O)[C@@]1(C)CC)S(=O)(=O)O
**Calculated total energy**: -30089.352 eV
**HOMO-LUMO gap**: 9.87 eV
**Lowest unoccupied orbital energy**: 0.348 eV
**E_HOMO**: -9.52 eV